Density functional theory data (ωB97M-V/def2-TZVPD) for C6H9LiO5V as an isolated structure at a distorted geometry.

Values from the calculation:
- ΔE to the lowest compared entry with this formula, charge and spin (eV) = 0.000
- molecular weight (g/mol) = 219.018
- multiplicity = 4
- E_tot (eV) = -42492.8577
- ⟨S²⟩ = 3.761

Last column: natural (NBO) charge in e.
Atoms and positions in Å:
O  2.393  0.847  -0.559  -0.764
C  2.630  0.015  0.429  0.207
C  2.552  -1.393  -0.184  -0.136
O  1.320  -1.531  -0.797  -0.953
V  0.631  0.215  -1.397  1.283
H  2.761  -0.231  1.504  0.234
H  3.421  -1.604  -0.841  0.177
O  -2.032  -0.802  0.311  -0.586
C  -1.445  -0.154  1.413  -0.179
C  -0.403  0.757  1.168  -0.009
O  -0.488  1.478  -0.126  -0.581
C  -1.812  1.424  -0.654  -0.126
C  -2.100  -0.053  -0.927  0.346
O  -1.144  -0.551  -1.765  -0.941
Li  -0.422  -2.129  -0.796  0.933
H  -2.212  0.175  2.122  0.192
H  -0.158  1.489  1.941  0.215
H  -1.805  1.980  -1.599  0.204
H  -2.521  1.877  0.051  0.202
H  -3.124  -0.191  -1.315  0.152
H  1.261  0.469  1.347  -0.011
H  2.698  -2.086  0.672  0.142



Density functional theory data (ωB97M-V/def2-TZVPD) for C24H27IrNOSi as an isolated structure at a distorted geometry.

Values from the calculation:
- ΔE to the lowest compared entry with this formula, charge and spin (eV) = 2.622
- molecular weight (g/mol) = 565.789
- multiplicity = 5
- E_tot (eV) = -39565.6726
- ⟨S²⟩ = 6.024
- charge = +1

Last column: Löwdin spin population.
Atoms and positions in Å:
C  0.721  1.052  -0.040  0.132
C  -0.299  1.263  -1.059  0.038
C  -1.589  1.176  -0.384  0.140
H  -0.168  1.612  -2.061  0.003
C  -1.314  1.233  1.029  0.284
C  0.056  1.090  1.235  0.266
H  0.566  1.124  2.192  0.012
H  1.799  1.093  -0.169  0.003
H  -2.560  1.280  -0.859  0.006
H  -2.046  1.467  1.800  0.014
Ir  -0.420  -0.696  -0.793  1.629
C  -1.274  -2.416  -2.688  0.376
H  -1.796  -1.862  -1.898  0.048
H  -0.760  -3.319  -2.211  0.001
H  -2.105  -2.727  -3.399  0.015
Si  0.013  -1.128  -3.339  0.311
C  1.848  -0.650  -3.899  0.121
C  2.587  0.546  -3.787  0.022
H  2.082  1.486  -3.575  0.001
C  3.986  0.538  -3.950  0.005
H  4.564  1.455  -3.849  0.001
C  4.668  -0.644  -4.213  0.007
H  5.758  -0.674  -4.290  0.000
C  3.940  -1.820  -4.368  0.001
H  4.442  -2.768  -4.577  0.001
C  2.540  -1.822  -4.240  0.027
H  1.976  -2.760  -4.397  0.009
C  -1.063  0.218  -4.108  0.021
C  -0.656  1.088  -5.124  0.011
H  0.326  0.944  -5.574  0.000
C  -1.527  2.071  -5.628  0.001
H  -1.148  2.736  -6.408  0.000
C  -2.836  2.150  -5.183  0.011
H  -3.528  2.854  -5.618  0.001
C  -3.285  1.271  -4.201  -0.001
H  -4.338  1.264  -3.878  0.000
C  -2.406  0.320  -3.686  0.010
H  -2.827  -0.404  -2.967  0.000
H  0.960  -0.762  -1.689  0.049
H  -0.051  -2.285  -4.241  0.208
O  -2.062  -1.886  -0.097  0.092
C  -1.829  -2.965  0.856  0.009
C  -0.409  -2.951  1.257  0.015
C  0.060  -3.751  2.312  0.003
C  1.387  -3.623  2.720  0.004
C  2.182  -2.650  2.111  0.001
C  1.661  -1.931  1.038  0.006
N  0.373  -2.032  0.623  0.076
H  -2.919  -1.415  0.086  0.007
H  -2.467  -2.708  1.701  0.002
H  -2.125  -3.962  0.449  0.002
H  -0.652  -4.425  2.811  0.001
H  1.783  -4.232  3.541  0.000
H  3.178  -2.437  2.507  0.000
H  2.271  -1.180  0.538  0.000



Density functional theory data (ωB97M-V/def2-TZVPD) for one molecule with the formula C2H2ClF2I at a distorted geometry.

Values from the calculation:
- ΔE to the lowest compared entry with this formula, charge and spin (eV) = 0.741
- molecular weight (g/mol) = 226.391
- E_tot (eV) = -28163.4444

Last column: natural (NBO) charge in e.
Atoms and positions in Å:
F  1.656  0.711  0.030  -0.350
C  0.815  -0.345  0.026  0.026
C  -0.719  0.297  -0.079  0.186
F  -0.807  0.659  -1.316  -0.329
Cl  -0.907  1.701  1.003  0.002
I  -2.196  -1.232  0.302  0.109
H  1.045  -0.829  0.882  0.172
H  1.113  -0.962  -0.847  0.184



Density functional theory data (ωB97M-V/def2-TZVPD) for C22H39AlN2PSe3Te as an isolated structure.

Values from the calculation:
- molecular weight (g/mol) = 754.004
- E_tot (eV) = -245644.7325
- charge = +1

Last column: natural (NBO) charge in e.
Atoms and positions in Å:
Al  0.061  1.962  0.395  1.161
Se  1.376  3.153  -1.137  -0.586
Se  -0.032  6.487  0.432  -0.509
Te  1.525  4.764  0.888  0.873
Se  0.258  3.147  2.433  -0.550
C  -5.373  2.118  0.107  -0.407
N  -3.982  2.469  -0.127  -0.296
C  -3.519  3.653  -0.645  -0.057
C  -2.164  3.575  -0.644  -0.044
N  -1.795  2.349  -0.133  -0.686
C  -2.924  1.716  0.171  0.228
H  -5.988  2.497  -0.705  0.233
H  -5.720  2.550  1.045  0.229
H  -5.474  1.037  0.159  0.224
H  -4.170  4.451  -0.957  0.247
H  -1.446  4.309  -0.969  0.271
H  -2.990  0.734  0.604  0.219
C  -2.347  -0.886  3.455  -0.406
C  -0.882  -0.418  3.370  -0.389
C  0.009  -1.520  2.803  -0.411
C  -0.358  -1.773  1.332  -0.488
C  -1.895  -1.940  1.189  -0.399
C  -2.611  -2.085  2.535  -0.406
P  0.343  -0.495  0.151  0.914
C  2.172  -0.769  0.341  -0.525
C  2.962  -0.402  -0.918  -0.416
C  4.458  -0.639  -0.698  -0.402
C  5.001  0.070  0.565  -0.406
C  3.915  0.895  1.252  -0.397
C  2.711  0.013  1.581  -0.411
C  -0.361  -1.109  -1.462  -0.506
C  0.083  -2.520  -1.925  -0.412
C  0.967  -2.599  -3.177  -0.395
C  0.563  -1.595  -4.251  -0.399
C  0.613  -0.179  -3.685  -0.405
C  -0.414  -0.025  -2.569  -0.394
H  -3.011  -0.062  3.180  0.194
H  -2.596  -1.160  4.481  0.226
H  -0.520  -0.072  4.337  0.234
H  -0.820  0.435  2.691  0.179
H  -0.169  -2.441  3.362  0.222
H  1.066  -1.287  2.921  0.226
H  0.139  -2.688  1.000  0.238
H  -2.114  -2.810  0.569  0.230
H  -2.322  -1.078  0.673  0.171
H  -2.291  -3.009  3.018  0.210
H  -3.684  -2.186  2.363  0.222
H  2.298  -1.842  0.517  0.234
H  2.776  0.640  -1.188  0.219
H  2.628  -1.014  -1.750  0.218
H  4.996  -0.303  -1.585  0.221
H  4.624  -1.716  -0.612  0.204
H  5.836  0.720  0.304  0.221
H  5.383  -0.669  1.272  0.205
H  3.619  1.722  0.606  0.202
H  4.299  1.328  2.177  0.226
H  1.925  0.626  2.034  0.216
H  3.027  -0.700  2.344  0.220
H  -1.397  -1.227  -1.137  0.243
H  -0.828  -3.087  -2.131  0.220
H  0.585  -3.044  -1.107  0.207
H  0.893  -3.615  -3.569  0.225
H  2.017  -2.443  -2.925  0.196
H  -0.451  -1.812  -4.603  0.198
H  1.233  -1.685  -5.106  0.224
H  0.391  0.548  -4.468  0.225
H  1.621  0.036  -3.321  0.202
H  -1.404  -0.066  -3.032  0.215
H  -0.321  0.968  -2.121  0.210



Density functional theory data (ωB97M-V/def2-TZVPD) for a 2-piece molecular cluster, C5H15N3 overall.

Values from the calculation:
- ΔE to the lowest compared entry with this formula, charge and spin (eV) = 4.600
- molecular weight (g/mol) = 117.196
- E_tot (eV) = -9894.5512

Last column: natural (NBO) charge in e.
Atoms and positions in Å:
C  0.887  0.092  -0.888  0.181
C  -0.396  0.722  1.854  -0.434
C  1.559  1.372  -0.536  -0.701
C  1.633  -1.177  -0.617  -0.686
N  -0.503  -0.333  0.849  -0.562
H  -0.440  -1.239  1.318  0.360
H  0.354  0.113  -1.822  0.234
H  0.551  0.635  2.390  0.199
H  -0.425  1.690  1.354  0.207
H  -1.212  0.690  2.586  0.196
H  0.999  -2.053  -0.750  0.227
H  1.848  1.429  0.515  0.214
H  0.946  2.234  -0.790  0.241
H  2.492  1.432  -1.117  0.233
H  2.448  -1.254  -1.353  0.225
H  2.077  -1.205  0.379  0.207
N  -2.003  -1.500  -0.684  -0.845
C  -1.750  -0.228  -0.039  0.240
N  -1.543  0.758  -1.003  -0.909
H  -1.568  -1.518  -1.597  0.369
H  -1.757  -2.319  -0.143  0.343
H  -1.621  1.678  -0.574  0.317
H  -2.577  -0.020  0.667  0.146



Density functional theory data (ωB97M-V/def2-TZVPD) for a 2-piece molecular cluster, CH4NO2P overall at a distorted geometry.

Values from the calculation:
- ΔE to the lowest compared entry with this formula, charge and spin (eV) = 1.285
- molecular weight (g/mol) = 93.022
- E_tot (eV) = -15975.1990

Last column: natural (NBO) charge in e.
Atoms and positions in Å:
N  1.529  -1.287  -0.035  -1.179
P  1.802  0.303  -0.411  1.451
O  0.484  0.894  -0.090  -1.050
H  0.959  -1.494  0.815  0.415
H  2.273  -1.927  0.094  0.389
C  -1.790  0.895  -0.109  0.305
O  -2.225  -0.192  -0.305  -0.553
H  -1.495  1.572  -0.928  0.118
H  -1.538  1.235  0.971  0.103